1.
Below is a structure of composition C33H52BaN3O2P2, with properties calculated with the ωB97M-V functional and the def2-TZVPD basis.

Geometry as ORCA input:
```
! wB97M-V def2-TZVPD RIJCOSX def2/J DEFGRID3
* xyz 1 1
C 1.40 2.20 1.01
C -0.94 1.85 1.14
C 1.25 3.45 1.52
C -1.13 3.09 1.63
C -0.01 3.91 1.85
H 2.13 4.07 1.64
H -2.15 3.44 1.84
H -0.15 4.91 2.26
N 0.31 1.49 0.93
P 2.62 0.53 -1.04
P -1.83 -0.97 1.17
C 2.72 1.62 0.48
H 3.42 2.45 0.26
H 3.19 1.00 1.27
C 0.71 -2.47 -1.08
O 0.74 -3.51 -1.74
C -2.05 0.91 0.67
H -3.02 1.25 1.05
C -3.11 -1.90 0.28
C -1.78 -1.05 2.99
C 2.16 1.57 -2.48
C 4.12 -0.45 -1.13
C -2.58 -2.63 -0.99
H -2.00 -3.53 -0.73
H -3.45 -2.96 -1.58
H -1.96 -2.00 -1.64
C -3.60 -3.00 1.23
H -2.82 -3.74 1.43
H -3.97 -2.60 2.18
H -4.43 -3.53 0.74
C -4.26 -0.97 -0.12
H -5.19 -1.57 -0.19
H -4.44 -0.17 0.60
H -4.10 -0.52 -1.11
C -1.43 -2.50 3.41
H -0.93 -3.05 2.61
H -0.75 -2.47 4.27
H -2.33 -3.07 3.72
C -0.67 -0.13 3.60
H 0.26 -0.17 3.04
H -1.01 0.91 3.66
H -0.47 -0.48 4.62
C -3.14 -0.59 3.53
H -3.81 -0.25 2.74
H -3.64 -1.40 4.10
H -2.98 0.24 4.23
C 4.01 -1.47 -2.29
H 4.61 -2.36 -2.03
H 2.98 -1.81 -2.44
H 4.40 -1.07 -3.23
C 4.37 -1.25 0.18
H 4.27 -0.64 1.07
H 3.70 -2.11 0.26
H 5.41 -1.62 0.15
C 5.29 0.52 -1.32
H 6.14 0.18 -0.71
H 5.65 0.54 -2.37
H 5.05 1.53 -1.02
C 0.84 2.36 -2.25
H 0.97 3.43 -2.44
H 0.07 1.98 -2.92
H 0.47 2.23 -1.23
C 1.93 0.62 -3.69
H 1.28 -0.22 -3.40
H 1.42 1.18 -4.48
H 2.87 0.23 -4.10
C 3.28 2.57 -2.77
H 3.44 3.26 -1.93
H 4.22 2.10 -3.04
H 2.96 3.19 -3.63
Ba 0.55 -0.61 0.16
N -1.00 0.28 -1.47
C -1.92 0.91 -0.91
C -2.89 1.68 -1.73
C -3.09 1.25 -3.04
C -3.57 2.81 -1.24
C -3.99 1.94 -3.88
H -2.54 0.38 -3.40
C -4.46 3.49 -2.08
H -3.41 3.15 -0.22
C -4.67 3.06 -3.39
H -4.15 1.59 -4.90
H -4.99 4.37 -1.70
H -5.37 3.60 -4.04
C 1.70 -3.85 2.00
C 2.34 -2.61 2.54
N 3.21 -2.71 3.58
O 2.10 -1.43 2.04
H 1.14 -4.34 2.79
H 2.47 -4.51 1.60
H 1.00 -3.60 1.17
H 3.64 -1.87 3.93
H 3.41 -3.59 3.97
*
```

Properties
Total energy: -2311.14312 Ha
E_LUMO: -3.38 eV

Mulliken population analysis, charges in e, atoms 1 to 4:
1. C 0.54
2. C -0.95
3. C -0.79
4. C -0.28

---

2.
Below is the molecule C6H9N, with properties calculated with the ωB97M-V functional and the def2-TZVPD basis.

Geometry as ORCA input:
```
! wB97M-V def2-TZVPD RIJCOSX def2/J DEFGRID3
* xyz 0 1
C 2.38 0.43 2.25
C 1.69 0.89 1.01
C 1.14 0.21 0.07
C 0.17 -0.19 -0.85
C -1.29 -0.05 -0.64
C -2.17 0.20 -1.82
N -2.13 -1.11 -1.19
H 1.98 0.98 3.11
H 3.44 0.70 2.20
H 2.29 -0.64 2.46
H 1.31 -0.95 -0.07
H 0.47 -0.69 -1.77
H -1.58 0.41 0.30
H -1.72 0.25 -2.80
H -3.03 0.84 -1.67
H -2.95 -1.26 -0.60
*
```

Properties
Total energy: -288.54801 Ha
Relative energy (zero: lowest compared OMol25 entry of this formula, charge and spin): 6.368 eV
E_LUMO (alpha / beta): 0.08 / 0.09 eV

Mulliken population analysis, charges in e, atoms 1 to 4:
1. C -0.87
2. C -0.23
3. C 0.11
4. C -0.88